45
Properties=species:S:1:pos:R:3:forces:R:3:lowdin_charge:R:1 method="wB97M-V/def2-TZVPD" homo_energy_ev=-8.472 de_lowest_kj_mol=1764.94 e_lumo_ev=-1.72 spin_multiplicity=1
O 3.0237 0.9146 -2.0343 -1.987 -1.046 0.170 0.12
C 2.0977 0.1298 -1.7717 4.683 -1.989 -8.948 -0.41
N 1.6408 -0.8978 -2.6773 12.223 8.531 -4.697 0.18
C 2.2262 -1.0521 -4.0512 0.690 1.543 -2.267 -0.05
C 3.2840 -0.1507 -4.6896 -8.110 -11.490 -5.823 0.05
C 3.8176 -0.6473 -5.9596 0.006 2.944 1.045 -0.13
C 3.3190 -1.6893 -6.6580 -5.555 -2.393 -2.956 -0.10
C 1.9671 -2.3517 -6.1897 2.966 -1.848 -1.034 -0.09
C 1.5780 -2.0916 -4.9200 0.711 2.074 2.971 -0.10
H 0.8224 -2.6262 -4.3489 -0.291 -0.269 -0.665 0.09
H 1.4894 -3.3668 -6.7357 1.438 3.287 1.230 0.16
H 3.3431 -1.9455 -7.8327 1.199 0.940 2.916 0.13
H 4.5378 0.0987 -6.3958 -0.315 -1.372 0.245 0.12
H 3.7402 0.3106 -4.0714 5.882 6.935 7.076 -0.04
H 0.9598 -1.4000 -2.5741 -9.572 -6.620 2.137 -0.01
C 1.5761 -0.0457 -0.5887 -4.540 7.189 6.902 -0.19
C 1.1890 -1.0878 0.0726 -0.105 -8.908 -2.579 -0.04
C 0.5362 -1.2101 1.2359 -1.831 5.234 1.174 0.00
C 0.0044 -0.0307 1.8950 5.792 -2.266 -4.063 -0.30
C 0.5917 1.1013 1.3156 -1.657 3.433 -1.512 0.03
C 1.1398 1.2554 -0.0138 -2.499 -10.752 6.461 0.16
H 1.5976 1.9473 -0.4292 3.284 7.465 -3.254 0.03
H 0.2786 2.0055 1.8175 0.394 0.504 0.096 0.10
S -0.5686 -0.1699 3.4483 -6.244 8.419 2.204 0.83
O -1.2660 -1.3928 3.6053 2.322 -2.532 1.871 -0.25
O 0.0030 0.7131 4.4765 1.661 -3.068 -0.638 -0.28
N -1.9536 1.0117 3.1527 -1.742 -5.971 -5.690 -0.22
C -2.6246 1.7177 4.1021 14.759 2.703 3.858 -0.19
H -1.9302 1.4815 5.0563 -2.663 0.385 -0.799 0.16
C -1.9463 3.2312 3.8181 -8.295 0.750 -0.428 -0.31
O -0.7230 3.2074 3.4764 2.687 3.393 -4.835 0.00
H -0.2448 2.6985 3.9961 3.839 -3.721 3.984 -0.01
H -2.5079 3.5495 2.8647 0.303 -0.174 1.167 0.13
H -2.1964 4.0270 4.5569 -0.039 -0.676 0.199 0.12
H -3.5260 1.8544 4.1713 -9.782 0.290 0.754 0.02
C -3.0457 0.2730 2.0835 6.711 8.377 -3.266 -0.13
H -3.6784 1.4048 1.7111 1.817 -3.787 0.875 0.21
H -2.1468 0.0034 1.3220 -2.975 0.602 0.766 0.14
C -3.8449 -0.7952 2.3997 3.188 -4.966 1.860 -0.27
O -3.1579 -2.1594 2.1780 2.414 2.580 4.263 -0.19
H -2.3169 -2.0203 3.0053 -3.686 -1.252 -3.897 0.09
H -4.5143 -0.9815 1.7212 -4.713 0.001 -3.282 0.07
H -4.1164 -0.6251 3.3773 -1.609 -0.511 2.440 0.10
H 0.2634 -2.0315 1.6916 -1.002 -4.789 1.512 0.07
H 1.2817 -2.1677 -0.6090 0.246 2.821 2.458 0.21